# 1
Below is a 7-piece molecular cluster, C30H48F15NO11 overall, with properties calculated with ωB97M-V/def2-TZVPD.

The geometry in XYZ format:
```
105
Properties=species:S:1:pos:R:3:lowdin_charge:R:1
C -45.59736 -0.59698 87.64222 -0.08
C -44.70674 -1.68135 88.18918 -0.21
C -43.68053 -2.15058 87.12362 -0.06
N -42.66215 -3.23278 87.57784 -0.19
C -43.44667 -4.53917 88.06594 -0.04
C -42.41567 -5.61558 88.55377 -0.15
C -41.57625 -6.07333 87.37425 -0.13
C -40.83348 -4.80944 86.79543 -0.15
C -41.70909 -3.68247 86.51564 -0.15
C -41.78925 -2.79464 88.62950 -0.02
H -46.14380 0.04144 88.26260 0.05
H -46.46266 -1.18281 87.15054 0.12
H -44.95730 -0.08990 87.01517 0.03
H -45.40386 -2.54227 88.51693 0.13
H -44.21173 -1.47743 89.12232 0.09
H -43.20568 -1.27937 86.67593 0.13
H -43.97999 -2.72457 86.30529 0.10
H -44.14199 -4.91866 87.26295 0.15
H -44.14052 -4.12164 88.73989 0.08
H -43.09521 -6.23660 88.93393 0.08
H -41.81098 -5.03686 89.21012 0.10
H -42.23149 -6.66112 86.71265 0.13
H -40.86355 -6.71544 87.91857 0.12
H -40.39324 -4.97218 85.86264 0.10
H -39.94744 -4.39051 87.45326 0.16
H -42.24101 -4.08020 85.55461 0.19
H -41.26542 -3.03709 86.10660 0.00
H -41.52414 -2.03731 88.12986 0.01
H -40.87872 -3.26498 88.65511 0.07
H -42.20258 -2.54864 89.69879 0.18
C -39.65372 -0.33902 87.22035 -0.38
O -40.58600 -0.41004 86.22627 -0.40
H -39.91414 0.33969 88.05442 0.03
H -38.72122 0.14676 86.77991 0.07
H -39.50841 -1.37167 87.57368 0.04
C -42.51034 1.42499 82.61861 -0.03
C -43.06667 0.50878 83.62788 -0.18
O -43.64395 -0.61365 82.93024 0.00
C -44.79065 -1.23401 83.45141 -0.22
O -45.34463 -0.90563 84.56809 0.07
C -45.22401 -2.36769 82.54136 -0.52
F -45.54243 -2.01239 81.31303 0.19
F -44.31596 -3.38050 82.59156 0.15
F -46.39186 -2.96318 82.96122 0.11
H -41.68157 1.05280 82.01457 0.09
H -41.88528 2.12443 82.94935 0.00
H -43.25830 1.95332 82.06273 0.09
H -43.65759 0.84574 84.46421 0.13
H -42.26553 0.07878 84.13169 0.09
C -41.48584 1.50762 89.88695 -0.05
C -42.12670 1.99762 88.60167 -0.12
O -43.53521 2.33112 89.03647 0.01
C -44.26566 3.11189 88.20446 -0.41
O -44.06971 3.36196 87.07571 0.20
C -45.52198 3.63245 88.95262 -0.35
F -46.38147 2.71233 89.53459 0.11
F -45.20204 4.52978 89.98848 0.09
F -46.35403 4.37463 88.07359 0.08
H -40.38332 1.29487 89.82063 0.09
H -42.05607 0.78807 90.39590 0.06
H -41.32692 2.28040 90.57987 0.06
H -42.16503 1.31530 87.82686 0.08
H -41.72393 2.82637 88.11859 0.11
C -35.41645 -0.35221 87.65138 -0.05
C -36.28537 -1.26764 88.51128 -0.18
O -36.36009 -0.76084 89.85091 0.02
C -37.06761 -1.38626 90.82163 -0.29
O -37.65190 -2.49948 90.74645 0.10
C -36.88786 -0.52933 92.18231 -0.44
F -37.44978 0.63628 92.00082 0.20
F -37.47966 -1.23641 93.26915 0.08
F -35.54004 -0.48571 92.49242 0.12
H -35.51435 -0.65324 86.61263 0.08
H -34.38996 -0.31222 87.92154 0.07
H -35.55878 0.66130 87.66009 0.04
H -35.80021 -2.28463 88.25110 0.16
H -37.24401 -1.34518 88.24473 0.04
C -40.25846 3.83819 84.42865 0.01
C -39.47414 2.50921 84.73372 -0.21
O -38.22202 2.48951 84.11900 0.03
C -37.91730 1.79340 82.99601 -0.31
O -38.77690 1.22241 82.32006 0.13
C -36.40289 1.61850 82.68763 -0.54
F -35.72081 0.90380 83.54727 0.20
F -36.39292 1.00351 81.49931 0.15
F -35.82882 2.83366 82.45449 0.14
H -41.03872 4.06041 84.82271 -0.04
H -40.54540 3.79255 83.37354 0.09
H -39.53136 4.58101 84.46831 0.07
H -40.11800 1.55378 84.64744 0.12
H -39.53601 2.13190 85.75680 0.10
C -37.76326 -2.93754 84.47421 -0.07
C -38.70303 -1.83542 83.94111 -0.18
O -39.11611 -2.19592 82.56534 -0.02
C -40.47241 -2.56864 82.38565 -0.30
O -41.17903 -3.01244 83.22272 0.17
C -40.98333 -2.15294 80.91987 -0.44
F -40.20706 -1.18153 80.28638 0.11
F -40.85327 -3.33492 80.24359 0.13
F -42.23396 -1.68906 80.92390 0.16
H -37.58078 -2.94978 85.56796 0.07
H -36.67797 -2.86014 84.05629 0.10
H -37.99506 -3.88017 84.05772 0.05
H -38.11480 -0.87951 83.99219 0.12
H -39.54781 -1.73848 84.65201 0.09
```

HOMO energy: -7.1 eV
LUMO level: 0.154 eV
energy above the lowest of the compared OMol25 structures with the same formula, charge and spin: 133.4 kJ/mol
electronic energy: -96651.4286 eV
Kohn-Sham gap: 7.21 eV
2S+1: 1

# 2
Below is a 7-piece molecular cluster, C30H48F15NO11 overall, with properties calculated with ωB97M-V/def2-TZVPD.

The geometry in XYZ format:
```
105
Properties=species:S:1:pos:R:3:lowdin_charge:R:1
C 4.16193 -0.77055 2.19157 -0.12
C 3.89593 0.59745 1.58957 -0.17
C 3.04093 0.50545 0.21657 -0.10
N 2.67793 1.79645 -0.36543 -0.25
C 3.88393 2.59845 -0.71843 -0.13
C 3.58593 3.96245 -1.31643 -0.09
C 2.77493 3.76345 -2.71043 -0.13
C 1.62993 2.80845 -2.51843 -0.15
C 1.88993 1.44845 -1.61043 -0.06
C 1.73993 2.55945 0.50657 0.01
H 4.47793 -0.82255 3.24457 0.07
H 4.83593 -1.42555 1.51557 0.09
H 3.31993 -1.47455 2.24057 0.06
H 4.78593 1.15345 1.54157 0.07
H 3.34793 1.19345 2.42557 0.13
H 2.11693 -0.12955 0.22157 0.15
H 3.53893 0.12545 -0.54343 0.07
H 4.45993 2.05045 -1.36643 0.11
H 4.63293 2.70145 0.03957 0.12
H 4.52093 4.61945 -1.33843 0.14
H 2.93593 4.62445 -0.70043 0.11
H 3.26093 3.46045 -3.55343 0.09
H 2.24493 4.48645 -3.02543 0.04
H 1.28393 2.32845 -3.35843 0.08
H 0.75093 3.22045 -1.97343 0.12
H 2.69093 1.05445 -2.50343 0.20
H 0.96793 0.92845 -1.48943 0.09
H 1.09893 1.89245 1.02257 0.09
H 1.19193 3.43645 0.37357 0.09
H 2.33993 3.12945 1.19957 0.11
C -1.38807 0.83245 0.65157 -0.34
O -0.58507 -0.15455 0.10657 -0.39
H -1.38807 1.05445 1.65457 0.01
H -2.23707 0.35245 0.53757 0.00
H -1.14807 1.76545 0.12857 0.05
C 0.06293 -4.58555 -0.67443 -0.07
C 0.97493 -3.38255 -0.47043 -0.12
O 1.99693 -3.51255 -1.59343 -0.02
C 3.27493 -3.12355 -1.35343 -0.27
O 3.83493 -2.71455 -0.25543 0.05
C 4.16793 -3.21755 -2.60043 -0.56
F 4.15393 -4.45755 -3.18243 0.14
F 3.75393 -2.32255 -3.44443 0.20
F 5.47093 -2.97855 -2.36043 0.15
H -0.58707 -4.80455 -1.54643 0.09
H -0.58707 -4.27155 0.12057 0.03
H 0.56093 -5.53755 -0.48543 0.09
H 1.50993 -3.41755 0.51557 0.13
H 0.36693 -2.30855 -0.58043 0.16
C -0.27507 0.99845 4.19657 0.01
C 0.01493 -0.44455 3.77857 -0.13
O 1.14993 -0.80355 4.57557 0.01
C 1.46593 -2.12155 4.81357 -0.30
O 1.13793 -3.01255 3.99257 0.12
C 2.38493 -2.33055 5.99957 -0.42
F 3.55093 -1.68155 5.91757 0.16
F 1.80093 -2.00155 7.18557 0.15
F 2.78293 -3.73955 6.05257 0.06
H -1.09907 1.45345 3.66557 0.09
H 0.51193 1.68745 4.08057 0.08
H -0.35807 0.96245 5.06757 -0.05
H 0.31693 -0.43255 2.90057 0.02
H -0.75907 -1.16455 3.94757 0.14
C -5.09307 2.63345 -0.12043 -0.02
C -3.89307 3.57545 -0.02043 -0.17
O -3.93507 4.11645 1.28657 0.06
C -2.97507 4.93745 1.71657 -0.30
O -2.00507 5.38445 1.01057 0.09
C -3.29007 5.52945 3.10457 -0.39
F -3.37807 4.43345 3.97057 0.10
F -2.42007 6.42645 3.63257 0.15
F -4.53907 6.20545 3.08657 0.09
H -5.11307 1.99745 -1.02043 0.09
H -6.04607 3.09645 -0.14243 0.07
H -5.10407 1.90545 0.64557 0.06
H -3.91907 4.07845 -0.74443 0.01
H -2.90107 3.08245 -0.15643 0.13
C -2.79707 -3.88155 1.60957 -0.06
C -2.84907 -2.55855 0.81257 -0.16
O -4.12807 -2.57555 0.05257 -0.01
C -4.08007 -2.79055 -1.32943 -0.32
O -3.20207 -3.25055 -1.98443 0.16
C -5.50807 -2.43255 -2.06843 -0.50
F -5.73107 -1.13855 -2.08943 0.17
F -5.32707 -2.81355 -3.39843 0.10
F -6.57407 -3.07755 -1.60043 0.17
H -1.99307 -3.77355 2.29057 0.06
H -2.67907 -4.77055 1.02857 0.06
H -3.79907 -4.07955 2.06057 0.09
H -1.95807 -2.74455 0.10357 0.11
H -2.61007 -1.68155 1.32257 0.08
C -2.16107 1.13945 -3.59343 -0.05
C -1.83607 -0.17855 -2.91143 -0.13
O -1.43507 -1.18255 -3.96143 0.02
C -0.13307 -1.61755 -4.01143 -0.26
O 0.86493 -0.91855 -3.65343 0.08
C 0.05293 -3.02155 -4.63643 -0.54
F -1.08507 -3.75855 -4.69043 0.15
F 0.43093 -2.78155 -5.93743 0.13
F 0.97093 -3.75355 -4.09843 0.21
H -2.17307 1.98645 -2.91643 0.06
H -3.16407 1.27545 -4.15843 0.11
H -1.49707 1.24545 -4.40543 0.05
H -2.71207 -0.60355 -2.49043 0.10
H -1.19507 -0.07155 -2.17343 0.03
```

HOMO energy: -7.0 eV
LUMO level: 0.075 eV
energy above the lowest of the compared OMol25 structures with the same formula, charge and spin: 236.3 kJ/mol
electronic energy: -96650.3625 eV
Kohn-Sham gap: 7.03 eV
2S+1: 1